# 1
This record from the Open Molecules 2025 dataset describes a structure of composition C33H36N11O5V. The level of theory is the ωB97M-V functional and the def2-TZVPD basis.

Structure (XYZ):
```
86
Properties=species:S:1:pos:R:3
V -0.0058 2.7243 0.0202
O 3.5665 1.0395 1.1856
C 2.3877 1.5552 1.0456
O 1.8683 1.8388 -0.0435
C 1.6319 1.8771 2.2886
C 1.9936 1.7459 3.6122
C 1.0712 2.1818 4.5705
C -0.1477 2.7314 4.1892
C -0.4226 2.8252 2.8319
N 0.4559 2.3956 1.9431
C -1.6228 3.4523 2.1273
O -2.6812 3.6309 2.6387
O -1.2776 3.7532 0.8635
H 3.9800 0.8467 0.3266
H 2.9547 1.3369 3.8916
H 1.3178 2.1004 5.6205
H -0.8670 3.0893 4.9134
C 0.1474 1.9216 -2.8748
N -0.2281 3.1295 -2.0995
C -1.6041 3.5216 -2.4941
C 0.7106 4.2388 -2.4156
C 0.7012 5.2687 -1.3084
N 1.1904 4.6717 -0.0384
C 0.8800 5.6154 1.0625
C 2.6654 4.5683 -0.0914
H 0.0876 2.1229 -3.9473
H -0.5360 1.1091 -2.6302
H 1.1661 1.6259 -2.6261
H -1.6019 3.8855 -3.5240
H -1.9866 4.3005 -1.8367
H -2.2530 2.6526 -2.4421
H 0.4340 4.6993 -3.3676
H 1.7073 3.8153 -2.5404
H -0.3102 5.6395 -1.1349
H 1.3225 6.1267 -1.5836
H 1.3555 6.5801 0.8670
H 1.2748 5.2238 2.0000
H -0.1913 5.7598 1.1463
H 3.1009 5.5568 -0.2587
H 2.9912 3.9015 -0.8843
H 3.0402 4.1977 0.8627
C -3.6534 -1.4269 1.6362
N -3.0390 -0.2643 0.9819
C -1.7639 0.0779 0.8763
N -1.6654 1.2132 0.1801
C -2.9731 1.5204 -0.0924
N -3.8191 0.6410 0.3601
C -4.0504 -2.4632 0.6167
C -5.3736 -2.8041 0.3838
C -5.6834 -3.7601 -0.5805
C -4.6803 -4.3788 -1.3068
C -3.3501 -4.0449 -1.0586
C -3.0445 -3.0895 -0.1022
C -2.2561 -4.6985 -1.7733
N -2.2775 -5.4656 -2.8042
N -0.9500 -5.7999 -3.0686
C -0.2431 -5.2029 -2.1766
O -1.0000 -4.4804 -1.3126
C 1.2025 -5.1942 -1.9663
C 2.0594 -5.7781 -2.8924
C 3.4263 -5.7330 -2.6683
C 3.9348 -5.1101 -1.5366
C 3.0770 -4.5405 -0.6018
C 3.6477 -3.9424 0.6643
N 2.7609 -2.9653 1.2921
C 2.2100 -1.8643 0.7765
N 1.4382 -1.2672 1.6750
C 1.5684 -2.0870 2.7550
N 2.3486 -3.1235 2.5635
C 1.7107 -4.5902 -0.8209
H -4.5097 -1.0527 2.1941
H -2.9214 -1.8197 2.3419
H -0.9437 -0.5070 1.2627
H -3.2970 2.4139 -0.5925
H -6.1657 -2.3207 0.9414
H -6.7161 -4.0230 -0.7614
H -4.9083 -5.1266 -2.0539
H -2.0053 -2.8457 0.0875
H 1.6499 -6.2527 -3.7734
H 4.1028 -6.1821 -3.3821
H 5.0060 -5.0776 -1.3775
H 4.6122 -3.4723 0.4696
H 3.8004 -4.7128 1.4195
H 2.3743 -1.5533 -0.2431
H 1.0716 -1.9245 3.6987
H 1.0217 -4.1778 -0.0960
```

Properties
- Energy relative to the best compared isomer or geometry (same formula, charge and spin): 136.0 kJ/mol
- Charge: +2
- Energy: -3201.2806 a.u.
- E_HOMO (alpha / beta): -12.58 / -12.58 eV
- Multiplicity: 3

# 2
This record from the Open Molecules 2025 dataset describes a cluster of 2 separate species, C33H36N2O5 in total. The level of theory is the ωB97M-V functional and the def2-TZVPD basis.

Structure (XYZ):
```
76
Properties=species:S:1:pos:R:3
C -0.5669 -6.5890 -2.1391
O -1.6256 -6.7633 -1.1680
C -2.2005 -5.6299 -0.6868
C -3.2814 -5.7828 0.2163
C -3.9191 -4.6619 0.7073
C -3.5150 -3.3861 0.2992
C -4.1467 -2.1444 0.8980
C -3.4478 -1.7557 2.1285
C -2.2644 -0.9487 2.0581
O -1.7897 -0.4805 1.0341
O -1.6393 -0.6754 3.2555
C -1.8539 -1.6085 4.3370
C -1.1043 -2.9112 4.0894
C -1.3766 -0.9047 5.6128
O -3.2613 -1.8461 4.5184
C -3.9604 -2.2238 3.3912
O -4.9584 -2.9123 3.5217
C -2.4250 -3.2308 -0.5494
C -1.7651 -4.3362 -1.0573
H -0.2767 -7.6023 -2.4108
H -0.9271 -6.0434 -3.0234
H 0.2857 -6.0513 -1.7000
H -3.5909 -6.7833 0.5043
H -4.7282 -4.7413 1.4357
H -4.0449 -1.3097 0.1946
H -5.1848 -2.3588 1.1692
H -1.4469 -3.4212 3.1801
H -0.0328 -2.7010 4.0027
H -1.2448 -3.5765 4.9487
H -1.9452 0.0171 5.7499
H -1.5344 -1.5481 6.4799
H -0.3163 -0.6602 5.5380
H -2.0774 -2.2257 -0.7897
H -0.9235 -4.1973 -1.7354
C 6.7689 -0.7786 -2.8536
N 5.4791 -1.0750 -2.2856
C 5.0834 -2.4380 -1.9789
C 3.6405 -2.2948 -1.4304
C 3.3604 -0.8361 -1.4910
C 4.4946 -0.1772 -2.0294
C 4.4759 1.2075 -2.2605
C 3.3228 1.9118 -1.9569
C 2.1861 1.2978 -1.3298
C 1.0072 1.9476 -0.8914
C 0.6542 3.3184 -0.8719
C -0.6670 3.6312 -0.4052
C -1.1129 4.9281 -0.3788
C -0.2796 5.9870 -0.8206
N -0.9203 7.1749 -0.6817
C -0.3925 8.4689 -1.0300
C -2.2536 7.0275 -0.1263
C -2.4043 5.4989 0.0854
C 1.0240 5.7305 -1.2751
C 1.4855 4.4251 -1.2542
C 2.2432 -0.1239 -1.1349
H 6.8715 0.3041 -2.9796
H 7.5804 -1.1381 -2.2017
H 6.8955 -1.2621 -3.8358
H 5.1112 -3.0691 -2.8821
H 5.7564 -2.8940 -1.2357
H 2.9439 -2.8734 -2.0498
H 3.5764 -2.6877 -0.4095
H 5.3548 1.6926 -2.6879
H 3.2985 2.9584 -2.2274
H 0.2408 1.2779 -0.4956
H -1.3149 2.8247 -0.0589
H 0.6301 8.3574 -1.4048
H -1.0033 8.9522 -1.8094
H -0.3791 9.1411 -0.1576
H -2.3522 7.5784 0.8230
H -3.0175 7.4183 -0.8172
H -3.2568 5.1169 -0.4881
H -2.5946 5.2795 1.1428
H 1.6466 6.5586 -1.6172
H 2.5211 4.2639 -1.5194
H 1.3852 -0.6373 -0.6980
```

Properties
- Energy relative to the best compared isomer or geometry (same formula, charge and spin): 105.5 kJ/mol
- Energy: -1764.7436 a.u.
- E_HOMO: -5.33 eV
- Multiplicity: 1